Record 1
This record from the Open Molecules 2025 dataset describes an isolated ion of composition C3HCl2N2 and charge +1. The level of theory is ωB97M-V/def2-TZVPD.

CARTESIAN COORDINATES (ANGSTROEM)
C1 1.4745 -0.5133 0.2508
C2 -0.4606 1.4674 0.0400
C3 -0.8447 -0.8579 -0.0263
N1 -1.0888 0.4663 -0.1345
N2 0.4522 -1.0546 -0.0134
Cl1 0.0240 2.9576 -0.0273
Cl2 -2.0423 -2.0523 -0.0304
H1 2.4857 -0.4133 -0.0590

* gap between HOMO and LUMO: 0.241 hartree
* E_LUMO: -6.465 eV
* HOMO energy: -0.4787 hartree
* F_max: 2.29 eV Å⁻¹
* ΔE to the lowest compared entry with this formula, charge and spin: 243.65 kJ/mol
* charge: +1

=====

Record 2
This record from the Open Molecules 2025 dataset describes a single C3HCl2NO molecule. The level of theory is ωB97M-V/def2-TZVPD.

CARTESIAN COORDINATES (ANGSTROEM)
C1 0.6943 -0.2415 1.5661
C2 -0.3664 -0.3758 0.5267
C3 -0.0103 0.1403 -0.8779
N1 1.6040 -0.0516 2.2557
O1 -1.5249 -0.6717 0.6915
Cl1 -1.1498 -0.4931 -2.0056
Cl2 -0.2137 1.9275 -0.7823
H1 0.9669 -0.2341 -1.3742

* gap between HOMO and LUMO (spin up / spin down): 0.322 / 0.270 hartree
* E_LUMO (spin up / spin down): 0.526 / -4.329 eV
* HOMO energy (spin up / spin down): -0.3030 / -0.4287 hartree
* expectation value of S²: 2.011
* F_max: 8.61 eV Å⁻¹
* ΔE to the lowest compared entry with this formula, charge and spin: 36.77 kJ/mol
* multiplicity: 3

=====

Record 3
This record from the Open Molecules 2025 dataset describes a 2-piece molecular cluster, C3HCl3O overall. The level of theory is ωB97M-V/def2-TZVPD.

CARTESIAN COORDINATES (ANGSTROEM)
C1 -0.5065 -1.1325 0.0973
C2 0.7195 1.0124 -0.0098
C3 0.5926 -0.3603 0.0082
O1 -1.3164 -1.9394 0.1749
Cl1 2.2211 1.7591 -0.0628
Cl2 1.9802 -1.4368 -0.1024
Cl3 -3.5376 0.4558 -0.1393
H1 -0.1529 1.6416 0.0339

* gap between HOMO and LUMO: 0.158 hartree
* E_LUMO: -3.304 eV
* HOMO energy: -0.2798 hartree
* F_max: 5.70 eV Å⁻¹
* ΔE to the lowest compared entry with this formula, charge and spin: 320.89 kJ/mol

=====

Record 4
This record from the Open Molecules 2025 dataset describes a 2-piece molecular cluster, C3HClFO2 overall. The level of theory is ωB97M-V/def2-TZVPD.

CARTESIAN COORDINATES (ANGSTROEM)
C1 -0.0421 -2.1314 -0.2824
C2 -0.3031 0.6353 -0.6879
C3 0.5313 1.0885 0.3405
O1 -0.7984 1.1035 0.7459
O2 1.5918 1.2752 0.9458
F1 -1.0005 -1.9631 0.6369
Cl1 -0.7651 1.6676 -1.9682
H1 0.7862 -1.6756 0.2695

* gap between HOMO and LUMO (spin up / spin down): 0.268 / 0.268 hartree
* E_LUMO (spin up / spin down): 3.691 / 3.691 eV
* HOMO energy (spin up / spin down): -0.1325 / -0.1325 hartree
* F_max: 2.63 eV Å⁻¹
* ΔE to the lowest compared entry with this formula, charge and spin: 558.10 kJ/mol
* charge: -1

=====

Record 5
This record from the Open Molecules 2025 dataset describes a single C3HClNP molecule. The level of theory is ωB97M-V/def2-TZVPD.

CARTESIAN COORDINATES (ANGSTROEM)
N1 0.9062 0.2650 -2.6348
C1 0.7947 -0.0831 -1.5525
C2 0.3861 -0.2944 -0.2295
P1 -1.1799 -0.8082 0.5389
Cl1 -2.1512 0.9772 0.6157
C3 0.4458 -0.3201 1.1941
H1 0.7982 0.2635 2.0681

* gap between HOMO and LUMO: 0.334 hartree
* E_LUMO: -0.984 eV
* SMILES string: N#CC1=P(Cl)=C1
* HOMO energy: -0.3702 hartree
* F_max: 5.05 eV Å⁻¹
* ΔE to the lowest compared entry with this formula, charge and spin: 0.00 kJ/mol

=====

Record 6
This record from the Open Molecules 2025 dataset describes a single C3HClNP molecule. The level of theory is ωB97M-V/def2-TZVPD.

CARTESIAN COORDINATES (ANGSTROEM)
C1 0.1183 1.6888 -0.0611
C2 -0.8729 -0.6665 0.1003
C3 -0.6861 0.6105 -0.0817
N1 0.7457 2.6629 -0.1187
P1 0.6747 -1.3428 0.9455
Cl1 1.7829 -1.7189 -0.6648
H1 -1.7627 -1.2340 -0.1195

* gap between HOMO and LUMO: 0.220 hartree
* E_LUMO: -2.363 eV
* HOMO energy: -0.3064 hartree
* F_max: 3.16 eV Å⁻¹
* ΔE to the lowest compared entry with this formula, charge and spin: 142.01 kJ/mol

=====

Record 7
This record from the Open Molecules 2025 dataset describes a single C3HClO molecule. The level of theory is ωB97M-V/def2-TZVPD.

CARTESIAN COORDINATES (ANGSTROEM)
O1 1.5625 1.2310 -0.4960
C1 1.1757 0.2371 0.1216
C2 -0.1946 -0.2717 -0.0403
C3 -1.4260 -0.3979 -0.2357
Cl1 -3.0429 -0.4777 -0.2464
H1 1.9254 -0.3208 0.8969

* gap between HOMO and LUMO: 0.369 hartree
* E_LUMO: -0.309 eV
* SMILES string: O=CC#CCl
* HOMO energy: -0.3804 hartree
* F_max: 5.16 eV Å⁻¹
* ΔE to the lowest compared entry with this formula, charge and spin: 39.84 kJ/mol

=====

Record 8
This record from the Open Molecules 2025 dataset describes C3HDyO2 as an isolated structure. The level of theory is ωB97M-V/def2-TZVPD.

CARTESIAN COORDINATES (ANGSTROEM)
O1 0.0667 0.5169 -1.1119
O2 0.0191 -0.2648 0.9334
C1 0.4006 0.5975 0.0973
Dy1 -1.0537 -1.7678 -0.8208
C2 1.2129 2.5157 1.5879
C3 1.1931 1.7636 0.5621
H1 1.3735 2.9339 0.0794

* gap between HOMO and LUMO (spin up / spin down): 0.328 / 0.275 hartree
* E_LUMO (spin up / spin down): -4.828 / -6.305 eV
* HOMO energy (spin up / spin down): -0.5054 / -0.5062 hartree
* expectation value of S²: 12.022
* F_max: 3.01 eV Å⁻¹
* ΔE to the lowest compared entry with this formula, charge and spin: 211.58 kJ/mol
* charge: +1
* multiplicity: 7

=====

Record 9
This record from the Open Molecules 2025 dataset describes C3HF3IO3 as an isolated structure. The level of theory is ωB97M-V/def2-TZVPD.

CARTESIAN COORDINATES (ANGSTROEM)
C1 1.0844 -1.7097 -0.3182
C2 0.3750 -1.4832 0.9631
C3 0.3233 -2.4685 2.0813
O1 1.4456 -2.8545 -0.5730
O2 1.2214 -0.6331 -0.8935
O3 -1.0202 1.4899 0.8731
F1 -0.3349 -3.6341 1.6930
F2 1.4992 -2.9113 2.5524
F3 -0.3563 -1.9638 3.1453
I1 0.6596 0.3702 1.5032
H1 -0.7372 1.2901 -0.0584

* gap between HOMO and LUMO (spin up / spin down): 0.264 / 0.264 hartree
* E_LUMO (spin up / spin down): 2.490 / 2.490 eV
* HOMO energy (spin up / spin down): -0.1722 / -0.1722 hartree
* F_max: 3.02 eV Å⁻¹
* ΔE to the lowest compared entry with this formula, charge and spin: 352.51 kJ/mol
* charge: -1

=====

Record 10
This record from the Open Molecules 2025 dataset describes a single C3HF3O molecule. The level of theory is ωB97M-V/def2-TZVPD.

CARTESIAN COORDINATES (ANGSTROEM)
C1 1.4702 -0.0857 0.7294
C2 -0.4393 -0.0850 -1.3910
C3 0.0126 0.4025 0.7664
O1 -0.7853 -0.1925 -0.1952
F1 1.4841 -1.1049 -0.0917
F2 -1.2312 -0.8511 -2.1298
F3 -0.1080 1.7473 0.5030
H1 -0.4031 0.1695 1.8089

* gap between HOMO and LUMO: 0.316 hartree
* E_LUMO: -1.367 eV
* HOMO energy: -0.3664 hartree
* F_max: 4.01 eV Å⁻¹
* ΔE to the lowest compared entry with this formula, charge and spin: 524.48 kJ/mol

=====

Record 11
This record from the Open Molecules 2025 dataset describes a 2-piece molecular cluster, C3HF3S overall. The level of theory is ωB97M-V/def2-TZVPD.

CARTESIAN COORDINATES (ANGSTROEM)
C1 -1.5682 0.4563 -0.2181
C2 -1.9673 -0.8094 -0.1592
C3 -0.0854 1.8853 -0.5698
F1 -0.6876 3.0025 -0.0462
F2 0.9222 1.4239 0.1558
F3 0.3233 2.0114 -1.7713
S1 -2.2979 -2.2979 -0.4474
H1 -2.2507 1.3070 0.1769

* gap between HOMO and LUMO: 0.270 hartree
* E_LUMO: -1.328 eV
* HOMO energy: -0.3189 hartree
* F_max: 4.90 eV Å⁻¹
* ΔE to the lowest compared entry with this formula, charge and spin: 262.84 kJ/mol

=====

Record 12
This record from the Open Molecules 2025 dataset describes a single C3HF3S molecule. The level of theory is ωB97M-V/def2-TZVPD.

CARTESIAN COORDINATES (ANGSTROEM)
F1 -1.1777 -2.2737 0.9675
C1 -1.0268 -1.4313 0.0417
F2 -1.5133 -2.0061 -1.0608
F3 -1.8808 -0.3455 0.1964
C2 0.4353 -1.0404 -0.4624
C3 1.6286 -0.9811 0.0286
S1 3.2074 -0.7069 0.1407
H1 0.5125 -0.7079 -1.4664

* gap between HOMO and LUMO: 0.306 hartree
* E_LUMO: -1.080 eV
* SMILES string: FC(F)(F)C=C=S
* HOMO energy: -0.3452 hartree
* F_max: 5.01 eV Å⁻¹
* ΔE to the lowest compared entry with this formula, charge and spin: 61.84 kJ/mol